The following is a quantum chemistry calculation of 3 unconnected molecules or ions with the total composition C26H51N3O, from the Open Molecules 2025 dataset.

The molar mass comes out at 421.71 g/mol. The total charge is 0. The HOMO energy is -9.3 eV. As for the LUMO energy: 0.017 hartree. The spin multiplicity is 1. Its energy is -34305.7608 eV.

Last column: Mulliken charge in e.
CARTESIAN COORDINATES (ANGSTROEM)
C  3.8087  -3.2752  0.7761  -0.78
H  -6.5301  1.7821  -0.7236  0.39
C  -6.2544  -0.1908  -4.8540  -1.19
H  4.6693  -2.7300  1.1938  0.42
H  5.5171  2.4121  0.2298  0.56
H  -3.6766  0.9637  -1.8732  0.22
O  3.8732  -4.6307  1.1732  -0.35
H  3.3031  -0.7378  1.8359  0.51
H  -6.3083  -0.5749  -1.6088  0.36
N  5.9054  5.1339  -0.3662  -0.48
H  -5.5323  0.0631  -5.6330  0.29
H  4.8806  4.3955  -2.0303  0.45
H  1.8669  -1.1933  -0.8204  0.29
H  -3.3910  -1.0027  1.7022  0.13
H  -0.3715  -2.0535  1.0234  -0.42
H  1.6532  -3.1146  0.9104  0.10
H  -6.5234  0.5898  0.5706  0.38
C  -4.5601  0.4929  -2.3166  -0.44
C  4.8381  2.8619  -0.4968  -1.11
H  6.5748  4.8427  0.3340  0.20
H  -2.5448  1.0846  0.6531  0.44
H  2.8043  1.1409  -1.3617  0.55
H  -7.2572  0.7389  -3.1899  0.23
H  3.7830  1.2657  1.1297  0.48
H  -6.9238  1.8206  -4.5210  0.38
C  3.4722  3.1365  0.1565  1.97
C  -1.5662  -1.5361  2.7398  -1.11
N  1.1642  2.0636  2.5959  -0.63
H  6.3915  3.5835  -1.7214  0.37
C  2.9126  1.7542  0.6859  0.48
C  -5.2354  1.5070  -3.2413  -0.83
H  1.2588  1.0061  -0.4918  0.40
C  -6.5001  1.0014  -3.9341  -0.39
H  -0.7256  -1.0089  3.2032  0.38
H  2.7735  4.8671  1.3778  0.43
H  -2.8805  0.1451  2.9179  0.39
C  -1.8424  0.3498  1.0505  -0.76
C  -2.0635  -3.3759  1.0020  -0.40
H  -5.0688  1.5339  0.2385  0.20
H  6.3038  5.8820  -0.9175  0.23
H  -2.0811  -2.0520  3.5550  0.45
H  -3.4994  -3.6166  2.6227  0.29
C  2.5437  -2.6715  1.3555  -0.57
H  -3.6566  -4.8078  1.3380  0.40
N  1.8149  3.9146  -1.6999  -0.63
H  -1.5536  -4.0292  0.2884  0.41
C  -2.9359  -4.2290  1.9174  -1.33
C  -5.4434  -0.0495  -1.1943  -0.08
C  2.4951  -1.1466  1.2214  -0.05
C  3.5405  4.1037  1.3402  -0.40
H  2.5525  -2.9005  2.4235  0.36
C  -5.9190  1.0284  -0.2248  -1.22
H  3.8310  -3.1881  -0.3162  0.47
H  4.6744  2.1027  -1.2679  0.38
C  -1.0097  -2.5621  1.7516  0.36
H  -7.1789  -0.5015  -5.3426  0.38
C  1.9427  1.9308  1.7646  -0.49
H  1.5571  -0.7732  1.6405  -0.07
H  4.7403  -6.0587  -0.0278  0.25
H  -4.8725  -0.7967  -0.6353  0.00
H  -1.4918  -0.2571  0.2123  0.18
H  -2.3262  -4.9302  2.4911  0.32
H  -2.6971  -2.7123  0.4064  0.05
H  -0.3545  -3.2483  2.2979  0.56
C  4.4167  4.0104  2.3219  -1.05
C  2.6099  -0.6573  -0.2230  -0.79
H  -5.8694  -1.0515  -4.3052  0.28
C  -2.5107  -0.5067  2.1224  -0.45
H  -5.4771  2.4121  -2.6776  0.32
H  5.5241  -5.7788  1.5595  0.25
C  2.3339  0.8492  -0.4247  -0.82
C  5.0342  -5.3076  0.7075  -0.75
H  5.7405  -4.6184  0.2389  0.35
H  -4.1848  -0.3475  -2.9075  0.36
H  -4.5124  1.8135  -4.0039  0.40
H  5.1963  3.2588  2.3705  0.27
H  3.5929  -0.9016  -0.6320  0.30
C  5.5124  4.0210  -1.2238  -1.03
H  -0.9888  0.8906  1.4655  0.05
H  4.3690  4.7093  3.1462  0.32
C  2.5424  3.6609  -0.8508  -0.37